Record 1
{"formula": "C19H19N3O4S2", "method": "ωB97M-V/def2-TZVPD", "species": ["S", "S", "O", "O", "O", "O", "N", "N", "N", "C", "C", "C", "C", "C", "C", "C", "C", "C", "C", "C", "C", "C", "C", "C", "C", "C", "C", "C", "H", "H", "H", "H", "H", "H", "H", "H", "H", "H", "H", "H", "H", "H", "H", "H", "H", "H", "H"], "coordinates": [[2.08219, -2.14395, 4.54735], [0.25047, -4.23510, 2.88279], [-2.70928, 2.18101, -2.53955], [2.79919, -1.50779, 5.93284], [0.81429, -1.43635, 4.38595], [-1.43207, 4.65186, -2.78296], [-0.63234, 2.15835, -3.34226], [1.42837, -2.57164, 1.51959], [-0.68797, -2.51999, 1.12668], [-0.82950, 5.14847, -6.12014], [-1.20013, 0.80137, -1.53321], [-2.47363, -0.03696, -0.96665], [-0.42582, 3.93248, -6.35876], [0.24023, -0.65813, -0.24243], [-0.62605, 3.04522, -4.31636], [-1.79445, 1.61783, -2.51941], [2.06201, -3.94866, 4.63623], [-0.22554, 2.80005, -5.65782], [-2.03374, 5.89312, -2.20918], [-1.00205, 5.49137, -4.94141], [-0.18029, 0.36506, -1.11254], [-1.09908, 4.46711, -3.97086], [0.20871, -3.00893, 1.84355], [-2.19627, -0.95649, -0.10602], [3.31227, -2.24250, 2.98331], [2.04606, -4.26661, 3.22688], [-1.00484, -1.38795, 0.39275], [2.39520, -3.14550, 2.44111], [-0.17038, 1.79629, -5.66017], [-2.13542, 5.87727, -1.24167], [4.18242, -2.27963, 3.43639], [3.29374, -0.94302, 2.76494], [2.30935, -5.21255, 3.01320], [-2.89875, 6.15130, -2.72359], [-0.02359, 1.57525, -3.37520], [-1.85120, -2.86470, 1.57026], [1.08487, -0.88453, 0.17357], [-1.31382, 6.78974, -2.49840], [-3.17622, -1.71980, 0.24409], [0.62345, 0.87435, -1.31221], [1.10690, -4.30420, 5.23858], [-1.50001, 6.25219, -4.66115], [3.40564, -3.60903, 1.53315], [-0.85613, 5.95837, -6.86310], [-3.47649, 0.13559, -1.55540], [3.07085, -4.16182, 5.19537], [-0.06021, 3.61169, -7.47529]], "forces_ev_per_a": [[3.425, 5.696, 7.986], [-3.041, -4.571, 2.737], [-14.980, 6.618, -0.295], [-2.083, -3.225, -5.464], [0.500, -1.478, -1.120], [-2.295, 1.426, 6.864], [-9.284, 4.428, 3.211], [0.045, -0.188, 2.134], [-13.872, 0.032, -0.046], [1.541, 1.996, -7.912], [-17.773, -1.814, -0.858], [0.900, 4.620, -5.073], [3.727, -5.596, -9.497], [-11.339, -1.139, 0.659], [-1.526, 5.954, -1.506], [16.523, -1.435, -1.941], [0.283, 0.240, 4.720], [-2.470, 3.743, 6.421], [4.597, 1.220, -7.190], [-0.897, -4.019, 8.817], [11.341, -5.426, 5.502], [3.093, -2.817, -4.862], [8.497, 2.373, -1.673], [-5.192, -6.075, 3.615], [-5.277, 8.598, 2.402], [-4.438, -0.039, 0.938], [8.947, 2.441, -2.782], [5.479, -0.814, -10.736], [1.075, -3.334, -2.253], [-0.389, -0.961, 5.199], [4.394, -1.715, 1.868], [-0.415, -4.152, -0.252], [1.571, -2.952, -1.121], [-1.905, -0.019, -0.808], [9.541, -8.865, -0.654], [4.354, 0.864, -1.717], [5.141, -0.861, 1.603], [-1.102, -1.722, 0.803], [2.588, 2.117, -0.780], [4.875, 3.044, -1.926], [2.342, 0.674, -1.015], [-2.727, 6.228, 1.678], [-2.572, 0.362, 1.714], [-0.037, -0.866, -0.275], [2.008, -0.441, 1.878], [-1.955, 0.246, -0.924], [-1.220, 1.603, 1.928]], "total_energy_ev": -54321.07806, "lumo_ev": -0.42, "homo_ev": -7.081, "multiplicity": 1, "orbital_gap_ev": 6.66}

Record 2
{"formula": "C2H3ClS2", "method": "ωB97M-V/def2-TZVPD", "species": ["Cl", "S", "S", "C", "C", "H", "H", "H"], "coordinates": [[-2.40234, -1.33791, 0.20954], [-0.09923, -0.03594, -1.03830], [0.58860, -1.91283, -1.16264], [0.80707, 0.68662, 0.33692], [-1.68879, 0.16215, -0.08290], [1.76133, 1.10199, -0.07776], [0.95734, -0.07687, 1.07761], [0.07602, 1.41278, 0.73753]], "forces_ev_per_a": [[0.420, 0.702, -0.311], [-0.276, -1.561, 0.406], [-0.396, 0.775, -0.216], [-0.113, 1.249, -0.357], [0.174, -0.736, -0.196], [-0.990, -0.267, 0.614], [0.273, -0.416, 0.130], [0.908, 0.252, -0.071]], "total_energy_ev": -36311.63517, "lumo_ev": -1.68, "smiles": "CS(=S)#CCl", "homo_ev": -8.540, "multiplicity": 1, "orbital_gap_ev": 6.86}

Record 3
{"formula": "C24H27N4RuS", "method": "ωB97M-V/def2-TZVPD", "species": ["Ru", "S", "N", "N", "N", "N", "C", "C", "C", "C", "C", "C", "C", "C", "C", "C", "C", "C", "C", "C", "C", "C", "C", "C", "C", "C", "C", "C", "C", "C", "H", "H", "H", "H", "H", "H", "H", "H", "H", "H", "H", "H", "H", "H", "H", "H", "H", "H", "H", "H", "H", "H", "H", "H", "H", "H", "H"], "coordinates": [[-0.10044, -0.49979, -0.67179], [1.07189, 1.24767, -1.66100], [0.07253, 1.55654, 3.00985], [-0.11220, -1.52725, -2.49714], [-1.29571, -2.07443, -0.15627], [0.16040, 0.04361, 1.24682], [-0.72988, -3.70461, -3.39226], [-0.07629, -3.37814, -4.59679], [-2.00305, -4.26036, -0.93399], [2.07542, 2.59417, -1.98046], [-1.34583, -3.03570, -1.12571], [0.48039, -1.24908, -3.65821], [-0.38832, 2.82419, 3.59739], [0.91518, 0.69761, 3.86076], [-1.51508, 2.63487, 4.61364], [-0.70926, -2.75092, -2.36478], [-1.39891, -4.94872, -3.17512], [4.26923, 3.56249, -2.08382], [3.46801, 2.51293, -1.71993], [3.71418, 4.69887, -2.69438], [2.33339, 4.77992, -2.94130], [-2.00773, -5.21582, -1.99567], [-2.59485, -3.48413, 1.26610], [-2.62633, -4.47641, 0.31019], [0.18623, -0.54218, 4.38713], [1.50955, 3.74388, -2.58928], [-0.27070, 1.18768, 1.79841], [-1.92487, -2.29647, 0.99905], [-1.22611, 2.03900, 1.00117], [0.52822, -2.14928, -4.71959], [-0.28666, -1.11218, 3.58580], [0.92454, -0.27076, -3.76531], [-1.79328, 3.60832, 5.01409], [4.35673, 5.52346, -2.97483], [5.33404, 3.51037, -1.90093], [-0.58163, -0.27004, 5.10806], [-3.08087, -3.61429, 2.22245], [1.03370, -1.86081, -5.63009], [-1.20206, 2.01160, 5.44960], [0.44549, 3.79058, -2.77868], [-2.51152, -6.16086, -1.83865], [1.24665, 1.30054, 4.70144], [1.81364, 0.41205, 3.30714], [0.46709, 3.28119, 4.09397], [-0.74554, 2.94740, 0.63787], [3.87996, 1.63242, -1.24619], [0.90307, -1.18919, 4.89071], [-2.08510, 2.33163, 1.60388], [-0.70331, 3.50346, 2.81025], [-1.90383, -1.50239, 1.73227], [-0.06107, -4.09049, -5.41235], [1.91797, 5.65934, -3.41438], [-2.39669, 2.18763, 4.15187], [0.71973, -0.54563, 1.85115], [-1.60616, 1.47564, 0.14472], [-1.41354, -5.67351, -3.97872], [-3.13043, -5.41565, 0.50184]], "forces_ev_per_a": [[0.348, 0.014, 0.879], [-0.098, 0.190, -0.479], [0.003, -0.203, -0.335], [0.097, -0.023, -0.369], [0.069, -0.117, -0.003], [-0.175, 0.044, -0.817], [0.035, 0.231, 0.201], [0.039, 0.151, 0.029], [0.145, 0.292, 0.030], [-0.097, -0.324, 0.461], [-0.120, -0.299, -0.085], [-0.101, 0.052, 0.018], [-0.332, 0.327, 0.483], [0.056, -0.349, 0.186], [0.114, -0.079, -0.179], [-0.023, -0.208, -0.124], [-0.105, -0.129, 0.095], [0.092, -0.123, 0.088], [0.166, 0.051, -0.027], [-0.075, -0.046, 0.016], [-0.089, 0.005, -0.014], [0.011, -0.135, -0.182], [-0.047, -0.106, -0.072], [0.046, 0.125, -0.004], [0.029, 0.173, -0.009], [-0.093, 0.156, -0.088], [-0.155, 0.621, 0.384], [-0.065, 0.077, 0.142], [0.107, -0.229, 0.009], [-0.069, -0.151, -0.064], [-0.003, -0.069, 0.060], [0.039, 0.013, 0.049], [-0.013, -0.006, -0.006], [0.006, -0.006, -0.016], [-0.002, 0.043, -0.001], [-0.037, -0.001, -0.030], [-0.002, 0.024, 0.001], [-0.008, 0.006, -0.001], [0.003, -0.002, 0.017], [0.008, -0.026, -0.007], [-0.005, 0.010, -0.008], [0.032, 0.088, -0.049], [-0.007, 0.118, -0.037], [0.105, -0.055, -0.114], [0.031, -0.014, -0.033], [0.000, -0.007, -0.034], [-0.010, -0.006, -0.005], [0.012, -0.037, -0.007], [0.107, -0.054, -0.012], [0.093, -0.001, -0.014], [0.006, 0.003, -0.004], [0.021, 0.011, 0.009], [-0.012, 0.005, 0.030], [-0.070, -0.089, 0.028], [0.000, 0.074, -0.013], [0.009, -0.012, 0.016], [-0.017, 0.006, 0.010]], "total_energy_ev": -44677.35298, "charge": 3, "lumo_ev": [-9.65, -11.95], "homo_ev": [-17.455, -17.458], "multiplicity": 5, "orbital_gap_ev": [7.80, 5.51]}